[1]
ORCA calculation (the ωB97M-V functional and the def2-TZVPD basis) on a 7-piece molecular cluster, C22H47NO9S6 overall.

```
85
Properties=species:S:1:pos:R:3
C 0.084 -0.393 0.132
C 0.648 -1.509 -0.764
C 1.784 -1.145 -1.727
O 2.849 -2.126 -1.649
C 3.944 -1.528 -2.173
O 4.834 -2.078 -2.750
O 3.897 -0.198 -1.930
C 2.550 0.180 -1.554
C 2.029 1.240 -2.481
C 1.239 2.288 -2.044
C 0.740 3.172 -2.991
C 1.048 2.983 -4.329
N 1.829 1.989 -4.755
C 2.289 1.149 -3.846
H -0.774 0.088 -0.339
H 0.828 0.353 0.406
H -0.279 -0.842 1.059
H 1.000 -2.341 -0.152
H -0.169 -1.893 -1.377
H 1.405 -1.184 -2.753
H 2.589 0.535 -0.525
H 0.994 2.406 -0.995
H 0.094 3.989 -2.695
H 0.648 3.648 -5.084
H 2.917 0.342 -4.213
C 0.281 0.420 -7.798
S -1.207 1.395 -7.604
O -1.135 2.025 -6.259
C -2.337 0.006 -7.450
H 1.129 1.096 -7.872
H 0.408 -0.222 -6.926
H 0.216 -0.177 -8.708
H -2.029 -0.613 -6.607
H -2.332 -0.570 -8.375
H -3.333 0.408 -7.271
C -2.529 -2.857 4.779
S -1.822 -1.363 4.084
O -1.448 -1.716 2.679
C -0.326 -1.381 5.066
H -3.478 -3.030 4.278
H -1.844 -3.682 4.580
H -2.697 -2.719 5.844
H 0.194 -2.330 4.931
H -0.602 -1.217 6.109
H 0.304 -0.561 4.724
C -4.405 0.351 -1.428
S -3.442 1.489 -2.432
O -2.091 1.545 -1.818
C -4.305 2.977 -1.912
H -3.987 -0.644 -1.571
H -4.325 0.636 -0.379
H -5.444 0.365 -1.758
H -4.236 3.074 -0.828
H -5.346 2.922 -2.231
H -3.817 3.821 -2.394
C 4.422 -1.984 -6.438
S 4.209 -0.315 -7.061
O 3.344 -0.409 -8.270
C 5.895 -0.106 -7.641
H 3.457 -2.320 -6.064
H 4.754 -2.633 -7.249
H 5.143 -1.978 -5.620
H 6.127 -0.885 -8.368
H 6.575 -0.155 -6.790
H 5.961 0.873 -8.110
C 1.049 -1.908 10.053
S 0.777 -0.298 9.310
O -0.128 -0.521 8.146
C 2.429 -0.106 8.636
H 0.106 -2.231 10.488
H 1.364 -2.612 9.283
H 1.805 -1.822 10.833
H 2.646 -0.938 7.967
H 3.149 -0.067 9.453
H 2.451 0.831 8.083
C -2.537 1.416 7.290
S -3.731 0.168 7.766
O -3.754 -0.830 6.661
C -5.196 1.185 7.557
H -1.557 0.941 7.320
H -2.762 1.762 6.281
H -2.572 2.240 8.003
H -5.237 1.552 6.532
H -5.163 2.014 8.264
H -6.062 0.560 7.763
```

The total charge is 0. The value obtained for the lowest unoccupied orbital energy is 0.0102 Ha. As for the molar mass: 662.02 g/mol. The calculation puts the frontier orbital gap at 8.616 eV. The total energy comes out at -3987.336609 hartree.


[2]
ORCA calculation (the ωB97M-V functional and the def2-TZVPD basis) on a 5-piece molecular cluster, C22H48BBr2ClNO19P4 overall in a non-equilibrium geometry.

```
98
Properties=species:S:1:pos:R:3
C -8.758 -4.222 0.722
B -7.608 -5.323 0.991
O -7.334 -6.224 -0.081
O -6.864 -5.376 2.246
C -5.615 -4.806 1.981
O -4.752 -5.458 1.459
C -5.295 -3.320 2.373
C -4.794 -2.963 3.742
C -4.542 -1.553 4.063
N -4.748 -0.547 3.115
C -5.193 -0.773 1.837
C -5.466 0.323 0.762
Br -7.432 0.683 0.830
C -4.719 1.696 1.015
C -5.424 2.788 0.071
Br -2.818 1.654 0.413
C -5.468 -2.184 1.441
Cl -6.030 -2.541 -0.219
H -9.739 -4.459 1.212
H -8.876 -4.132 -0.399
H -8.366 -3.238 1.129
H -6.607 -5.798 -0.580
H -4.660 -3.793 4.480
H -4.200 -1.308 5.104
H -4.549 0.406 3.433
H -5.145 -0.055 -0.245
H -4.727 2.022 2.092
H -5.792 2.338 -0.892
H -4.639 3.545 -0.228
H -6.212 3.356 0.631
C 1.441 -6.570 2.062
O 1.475 -6.200 0.677
P 0.230 -5.130 0.202
O -0.186 -5.984 -0.973
O 1.285 -3.975 -0.252
C 2.602 -4.285 -0.680
O -1.017 -3.990 -0.005
C -2.274 -4.389 0.524
H 2.257 -7.263 2.261
H 1.566 -5.682 2.688
H 0.491 -7.059 2.295
H 2.625 -5.157 -1.336
H 3.236 -4.451 0.194
H 2.999 -3.428 -1.224
H -2.188 -4.618 1.590
H -2.658 -5.264 -0.004
H -2.982 -3.567 0.404
C -0.320 6.087 -5.427
O -1.401 6.286 -4.526
P -1.481 5.151 -3.232
O -2.946 4.881 -3.515
O -1.327 6.325 -2.113
C -1.694 7.670 -2.374
O -1.408 4.012 -1.971
C -1.242 2.666 -2.397
H -0.371 6.833 -6.219
H 0.633 6.190 -4.901
H -0.389 5.090 -5.871
H -2.633 7.737 -2.926
H -0.893 8.162 -2.928
H -1.811 8.187 -1.422
H -0.339 2.566 -3.006
H -2.108 2.330 -2.973
H -1.136 2.030 -1.519
C 6.186 7.415 -5.825
O 5.081 7.676 -4.948
P 4.925 6.561 -3.659
O 3.463 6.298 -3.943
O 5.105 7.733 -2.542
C 4.758 9.083 -2.801
O 5.034 5.431 -2.397
C 5.198 4.081 -2.822
H 6.186 8.163 -6.617
H 7.128 7.479 -5.274
H 6.085 6.423 -6.272
H 3.816 9.166 -3.348
H 5.563 9.562 -3.361
H 4.655 9.602 -1.849
H 6.085 3.982 -3.452
H 4.320 3.738 -3.375
H 5.328 3.450 -1.943
C 7.317 -4.886 5.853
O 6.231 -5.321 5.023
P 5.485 -4.069 4.122
O 4.104 -4.479 4.594
O 5.842 -4.777 2.699
C 6.047 -6.176 2.582
O 4.897 -2.723 3.267
C 4.645 -1.574 4.070
H 7.708 -5.747 6.394
H 8.114 -4.459 5.239
H 6.965 -4.142 6.573
H 5.320 -6.746 3.164
H 7.062 -6.420 2.901
H 5.949 -6.453 1.533
H 5.549 -1.275 4.606
H 3.845 -1.770 4.787
H 4.343 -0.752 3.421
```

The total charge is +1. The value obtained for the lowest unoccupied orbital energy is -0.1874 Ha. As for the molar mass: 960.58 g/mol. The calculation puts the frontier orbital gap at 5.592 eV. The total energy comes out at -9349.392263 hartree.


[3]
ORCA calculation (the ωB97M-V functional and the def2-TZVPD basis) on a 9-piece molecular cluster, C22H48BrCl16OP overall.

```
89
Properties=species:S:1:pos:R:3
C -5.957 -0.709 -0.233
C -4.500 -1.100 0.002
C -3.663 0.133 0.307
C -2.169 -0.160 0.332
P -1.172 1.422 0.245
C -1.168 1.609 2.179
C 0.233 1.526 2.761
O 1.070 2.562 2.246
C -2.179 2.998 0.073
C -1.356 4.303 0.246
C -1.930 5.338 1.232
C -3.458 5.395 1.259
C -1.366 5.234 2.650
C -1.035 1.220 -1.671
C -0.321 2.393 -2.351
C -1.202 3.109 -3.376
Br 1.262 1.674 -3.336
H -6.346 -0.121 0.595
H -6.031 -0.115 -1.139
H -6.552 -1.610 -0.330
H -4.134 -1.590 -0.896
H -4.440 -1.788 0.841
H -4.011 0.594 1.231
H -3.856 0.847 -0.495
H -1.953 -0.735 -0.563
H -1.877 -0.773 1.177
H 0.254 1.424 0.276
H -1.573 2.559 2.516
H -1.762 0.837 2.667
H 0.150 1.649 3.841
H 0.666 0.540 2.593
H 1.386 3.089 2.997
H -2.999 2.906 0.774
H -2.578 2.988 -0.935
H -1.226 4.757 -0.732
H -0.362 4.035 0.599
H -1.594 6.311 0.873
H -3.836 4.609 1.908
H -3.862 5.245 0.262
H -3.774 6.339 1.692
H -0.324 4.937 2.643
H -1.978 4.607 3.293
H -1.402 6.233 3.085
H -0.470 0.316 -1.862
H -2.031 1.095 -2.083
H 0.122 3.082 -1.643
H -2.248 2.865 -3.232
H -0.951 2.784 -4.378
H -1.072 4.186 -3.356
C 4.431 -0.561 -3.187
Cl 5.056 -1.235 -1.679
Cl 5.731 -0.225 -4.343
H 3.748 -1.276 -3.631
H 3.914 0.365 -2.967
C 4.821 -0.714 -7.920
Cl 3.270 -1.018 -8.718
Cl 5.809 0.440 -8.826
H 4.630 -0.309 -6.934
H 5.362 -1.647 -7.843
C -0.622 -3.543 2.980
Cl -2.372 -3.622 2.721
Cl -0.032 -1.876 2.950
H -0.408 -3.967 3.957
H -0.128 -4.101 2.193
C -2.368 -3.840 6.656
Cl -0.882 -4.689 6.202
Cl -2.062 -2.571 7.847
H -2.792 -3.391 5.765
H -3.055 -4.561 7.083
C 4.037 -5.001 -8.162
Cl 5.549 -5.841 -8.527
Cl 4.217 -3.923 -6.774
H 3.749 -4.411 -9.024
H 3.277 -5.737 -7.932
C 3.988 4.493 2.890
Cl 5.384 5.540 3.154
Cl 2.593 5.005 3.857
H 3.712 4.534 1.843
H 4.251 3.481 3.174
C -2.724 -7.135 9.166
Cl -1.459 -7.626 8.034
Cl -4.232 -6.712 8.341
H -2.926 -7.962 9.836
H -2.377 -6.272 9.721
C 8.139 -5.731 -5.459
Cl 7.315 -5.484 -3.915
Cl 9.044 -7.250 -5.491
H 7.395 -5.757 -6.245
H 8.832 -4.913 -5.616
```

As for the SMILES: CCCC[PH](CCO)(CCC(C)C)C[C@H](C)Br.ClCCl.ClCCl.ClCCl.ClCCl.ClCCl.ClCCl.ClCCl.ClCCl. The total charge is 0. The value obtained for the lowest unoccupied orbital energy is 0.0147 Ha. As for the molar mass: 1006.75 g/mol. The calculation puts the frontier orbital gap at 8.104 eV. The total energy comes out at -11220.614254 hartree.


[4]
ORCA calculation (the ωB97M-V functional and the def2-TZVPD basis) on C22H49CoN2P3S2 as an isolated structure in a non-equilibrium geometry.

```
79
Properties=species:S:1:pos:R:3
Co -0.001 -0.301 0.206
P 1.160 -2.082 0.144
P 1.694 0.541 -2.037
P -1.921 -1.059 0.846
H -4.083 2.660 -6.324
C -4.783 2.719 -5.475
C -4.845 3.853 -4.757
H -4.173 4.682 -5.011
C 0.659 -3.341 -1.096
C 2.986 -2.151 0.014
C 0.921 -2.922 1.753
C 1.124 2.020 -2.867
C 3.163 0.977 -1.086
C 2.062 -0.727 -3.256
C -3.497 -0.161 0.572
C -1.863 -1.064 2.675
C -2.413 -2.769 0.396
H -5.423 1.847 -5.290
H -5.567 4.001 -3.948
H 1.267 -4.245 -0.965
H 0.804 -2.971 -2.122
H -0.394 -3.616 -0.985
H 3.314 -3.162 0.284
H 3.499 -1.429 0.667
H 3.332 -1.968 -1.009
H 1.435 -3.899 1.731
H -0.133 -3.110 1.972
H 1.330 -2.305 2.564
H 1.840 2.238 -3.670
H 1.065 2.861 -2.160
H 0.124 1.867 -3.291
H 4.034 0.419 -1.462
H 3.051 0.792 -0.005
H 3.349 2.054 -1.203
H 2.597 -0.234 -4.077
H 1.128 -1.165 -3.624
H 2.687 -1.514 -2.822
H -4.327 -0.747 0.986
H -3.689 0.001 -0.493
H -3.473 0.822 1.057
H -2.403 -1.940 3.053
H -2.350 -0.153 3.044
H -0.830 -1.086 3.044
H -3.439 -2.948 0.755
H -1.743 -3.512 0.846
H -2.399 -2.888 -0.697
C -1.870 1.460 -1.697
C -2.090 0.217 -2.321
C -2.393 0.184 -3.680
C -2.346 1.375 -4.416
C -2.177 2.610 -3.773
C -2.139 2.661 -2.386
S -1.059 1.662 -0.191
H 0.429 0.050 -1.430
H -1.986 -0.700 -1.736
H -2.642 -0.766 -4.162
H -2.539 1.373 -5.497
H -2.163 3.527 -4.368
H -2.153 3.578 -1.810
C 4.056 0.024 2.741
N 2.829 -0.247 3.472
C 2.923 -1.360 4.439
C 1.673 0.416 3.225
S 1.203 0.941 1.618
N 0.900 0.805 4.264
C 1.496 1.076 5.577
C -0.230 1.680 3.985
H 4.738 0.600 3.376
H 3.869 0.618 1.834
H 4.556 -0.916 2.483
H 3.838 -1.198 5.031
H 2.045 -1.421 5.102
H 3.030 -2.314 3.902
H 2.068 2.027 5.574
H 0.649 1.188 6.271
H 2.156 0.268 5.919
H 0.111 2.668 3.645
H -0.870 1.245 3.213
H -0.789 1.782 4.912
```

The value obtained for the relative energy (zero: lowest compared OMol25 entry of this formula, charge and spin) is 0.0 kcal per mole. Its spin multiplicity is 5. The total charge is +3. The value obtained for the lowest unoccupied orbital energy (alpha / beta) is -0.3046 / -0.4116 Ha. As for the molar mass: 557.64 g/mol. The calculation puts the frontier orbital gap (alpha / beta) at 7.629 / 4.659 eV. The total energy comes out at -4179.327147 hartree.


[5]
ORCA calculation (the ωB97M-V functional and the def2-TZVPD basis) on C22H49DyN10O2 as an isolated structure.

```
84
Properties=species:S:1:pos:R:3
Dy 0.063 0.462 -0.827
C -2.008 -1.915 4.179
N -1.193 -2.017 2.982
C -0.342 -3.193 2.898
C -1.343 -1.181 1.907
N -0.314 -0.659 1.267
C 1.005 -0.775 1.910
C 1.933 0.414 1.672
N 2.284 0.661 0.253
C 2.782 2.056 0.052
C 1.803 2.905 -0.749
N 0.447 2.730 -0.228
C -0.334 3.784 -0.034
N -0.262 4.907 -0.783
C -0.588 6.225 -0.261
C 0.102 4.875 -2.192
N -1.281 3.742 0.939
C -1.079 3.003 2.168
C -2.592 4.351 0.771
C 3.196 -0.372 -0.308
C 2.663 -0.895 -1.640
N 1.346 -1.496 -1.445
C 1.150 -2.765 -1.750
N -0.114 -3.225 -1.963
C -0.516 -4.571 -1.580
C -1.182 -2.297 -2.221
N 2.149 -3.680 -1.903
C 2.121 -4.696 -2.942
C 3.265 -3.780 -0.982
N -2.615 -0.891 1.537
C -2.952 0.128 0.568
C -3.714 -1.828 1.764
H -1.353 -1.892 5.051
H -2.693 -2.759 4.287
H -2.583 -0.993 4.162
H -0.945 -4.085 3.087
H 0.470 -3.167 3.628
H 0.081 -3.278 1.900
H 1.506 -1.691 1.577
H 0.897 -0.862 2.996
H 2.846 0.249 2.259
H 1.467 1.326 2.043
H 3.739 2.028 -0.472
H 2.971 2.504 1.032
H 1.851 2.607 -1.810
H 2.125 3.952 -0.734
H -0.679 6.185 0.820
H -1.518 6.608 -0.687
H 0.220 6.911 -0.516
H 0.184 3.848 -2.535
H 1.049 5.387 -2.376
H -0.678 5.376 -2.769
H -0.016 2.904 2.364
H -1.531 2.006 2.148
H -1.531 3.563 2.988
H -2.731 4.646 -0.265
H -2.728 5.220 1.417
H -3.355 3.613 1.024
H 3.255 -1.189 0.411
H 4.202 0.038 -0.416
H 3.383 -1.552 -2.131
H 2.555 -0.045 -2.334
H 0.310 -5.084 -1.098
H -0.843 -5.151 -2.443
H -1.343 -4.510 -0.870
H -0.853 -1.526 -2.920
H -1.570 -1.836 -1.299
H -2.024 -2.824 -2.672
H 1.309 -4.496 -3.635
H 2.000 -5.700 -2.528
H 3.060 -4.661 -3.495
H 3.099 -3.131 -0.128
H 4.219 -3.524 -1.451
H 3.332 -4.806 -0.611
H -2.214 0.935 0.515
H -3.895 0.602 0.848
H -3.077 -0.291 -0.436
H -3.333 -2.782 2.113
H -4.232 -1.991 0.817
H -4.429 -1.434 2.485
O -1.731 0.807 -2.194
C -0.976 1.198 -3.131
O 0.274 1.123 -3.024
H -1.423 1.613 -4.046
```

Its spin multiplicity is 6. The total charge is +2. The value obtained for the lowest unoccupied orbital energy (alpha / beta) is -0.1532 / -0.1528 Ha. As for the molar mass: 648.20 g/mol. The calculation puts the frontier orbital gap (alpha / beta) at 10.002 / 10.014 eV. The total energy comes out at -2450.414618 hartree.